[1]
The following is a DFT calculation (ωB97M-V/def2-TZVPD) of a cluster of 8 separate species, C5H29N3O7 in total.

Each line ends with the Mulliken charge.
Positions of all 44 atoms, in Å:
C1 0.92 2.76 0.63  -0.97
C2 -0.06 1.62 0.41  -0.26
C3 0.67 0.30 0.51  1.22
C4 1.55 -0.15 -0.63  -0.78
N1 0.78 -0.44 -1.83  0.22
C5 0.92 -1.53 -2.58  -0.05
N2 0.12 -1.81 -3.56  -0.24
N3 0.88 3.23 2.08  -0.47
H1 0.65 3.70 0.13  0.60
H2 1.96 2.47 0.40  0.32
H3 -0.98 1.73 1.00  0.25
H4 -0.45 1.76 -0.61  -0.01
H5 1.21 0.19 1.46  -0.60
H6 -0.13 -0.46 0.67  -0.82
H7 2.31 0.60 -0.94  0.28
H8 2.16 -0.98 -0.34  0.33
H9 0.06 0.19 -2.18  0.24
H10 1.63 -2.29 -2.16  0.33
H11 0.13 -2.75 -3.93  0.28
H12 -0.75 -1.25 -3.63  0.36
H13 1.23 2.52 2.75  0.33
H14 -0.05 3.51 2.41  0.28
H15 1.42 4.09 2.14  0.52
H16 3.15 -3.19 -0.30  0.30
H17 2.03 -3.93 -0.93  0.29
O1 2.20 -3.11 -0.46  -0.63
H18 -3.43 -0.31 -0.35  0.13
H19 -2.17 -1.06 0.12  0.05
O2 -2.50 -0.49 -0.60  -0.13
H20 -1.02 -1.69 2.22  0.34
H21 -1.89 -1.83 3.27  0.22
O3 -1.82 -1.22 2.51  -0.55
H22 -2.89 2.34 2.95  0.27
H23 -2.81 2.24 1.48  0.27
O4 -2.23 2.34 2.24  -0.52
H24 -1.62 0.72 -4.26  0.26
H25 -2.35 0.15 -2.89  0.18
O5 -1.58 0.17 -3.49  -0.61
H26 2.95 -0.01 3.45  0.33
H27 1.44 0.07 3.18  0.37
O6 2.21 0.61 3.37  -0.71
H28 -1.15 -2.33 -0.81  0.09
H29 -1.81 -3.31 -1.60  0.39
O7 -0.90 -3.14 -1.30  -0.72

Summary:
net charge = +1
energy relative to the best compared isomer or geometry (same formula, charge and spin) = 0.0 kJ/mol
multiplicity = 2
Kohn-Sham gap (alpha / beta) = 2.63 / 10.65 eV

[2]
The following is a DFT calculation (ωB97M-V/def2-TZVPD) of a structure of composition C19H31F9IrOP2.

Each line ends with the Mulliken charge.
Positions of all 63 atoms, in Å:
P1 0.41 -2.14 0.45  1.03
P2 0.06 2.02 1.20  1.02
C1 0.58 0.84 -1.12  -1.01
C2 0.66 2.25 -0.56  -1.27
H1 -0.52 0.87 -1.53  -0.50
H2 1.36 0.41 -1.79  1.00
H3 1.73 2.49 -0.59  0.53
H4 0.18 3.11 -1.10  0.61
C3 -1.46 2.92 0.98  -1.47
H5 -1.60 3.61 1.81  0.43
H6 -2.26 2.18 1.02  0.36
H7 -1.62 3.51 0.07  0.42
C4 1.34 3.10 1.94  -1.47
H8 1.78 3.83 1.22  0.54
H9 2.15 2.43 2.29  0.39
H10 0.91 3.65 2.79  0.40
C5 -0.54 -3.58 -0.36  -1.59
H11 -0.46 -4.23 0.48  0.53
H12 -0.02 -4.00 -1.20  0.45
H13 -1.55 -3.31 -0.69  0.48
C6 2.09 -2.19 -0.34  -1.43
H14 2.72 -1.48 0.20  0.44
H15 2.32 -1.87 -1.39  0.31
H16 2.36 -3.25 -0.19  0.49
Ir1 -0.74 -0.59 -0.79  1.60
C7 0.33 1.23 -3.48  0.02
C8 -1.01 1.46 -3.31  -0.70
C9 -2.08 0.66 -3.98  -0.53
C10 -1.75 -0.81 -4.10  -1.26
C11 -1.07 -1.36 -2.85  -0.46
C12 0.27 -1.66 -2.86  -0.90
C13 1.32 -1.11 -3.80  -0.87
C14 0.97 0.26 -4.41  -1.08
C15 0.79 -2.93 1.98  -1.51
H17 1.07 1.94 -3.07  0.88
H18 -1.37 2.31 -2.72  0.34
H19 -2.28 1.09 -4.97  0.38
H20 -3.02 0.81 -3.41  0.40
H21 -2.68 -1.36 -4.20  0.43
H22 -1.19 -0.98 -5.03  0.37
H23 -1.76 -1.82 -2.13  0.62
H24 0.61 -2.56 -2.34  1.08
H25 1.50 -1.83 -4.63  0.49
H26 2.27 -1.08 -3.24  0.29
H27 1.95 0.69 -4.64  0.46
H28 0.47 0.14 -5.38  0.36
H29 1.62 -2.46 2.49  0.38
H30 1.09 -3.98 2.23  0.54
H31 -0.12 -2.93 2.60  0.54
F1 -1.06 2.78 4.02  -0.21
C16 -1.22 1.59 4.63  0.53
F2 -0.82 1.79 5.93  -0.21
F3 -2.56 1.36 4.64  -0.26
C17 -0.46 0.45 3.72  0.50
O1 -0.43 0.50 2.36  -0.32
C18 1.00 0.51 4.37  0.45
F4 1.15 0.02 5.65  -0.25
F5 1.83 -0.19 3.56  -0.19
F6 1.49 1.78 4.38  -0.24
C19 -1.03 -0.90 4.61  0.39
F7 -1.36 -0.70 5.94  -0.22
F8 -2.15 -1.35 4.02  -0.26
F9 -0.18 -1.96 4.59  -0.26

Summary:
net charge = +2
energy relative to the best compared isomer or geometry (same formula, charge and spin) = 420.8 kJ/mol
multiplicity = 6
Kohn-Sham gap (alpha / beta) = 5.77 / 6.02 eV

[3]
The following is a DFT calculation (ωB97M-V/def2-TZVPD) of a structure of composition C35H33BaBr2F5N5O3S2.

Each line ends with the Mulliken charge.
Positions of all 86 atoms, in Å:
Ba1 1.12 -1.07 -0.03  2.66
Br1 7.19 -3.58 -0.05  -0.22
C1 5.58 -2.79 0.55  -0.10
C2 5.51 -1.42 0.73  -0.49
C3 4.29 -0.89 1.13  -0.82
N1 3.23 -1.63 1.35  -0.32
C4 3.30 -2.96 1.22  0.62
C5 4.48 -3.58 0.80  -0.89
C6 2.07 -3.76 1.53  0.88
C7 2.15 -5.09 1.96  -0.47
C8 0.97 -5.74 2.24  -0.18
Br2 1.02 -7.54 2.82  -0.21
C9 -0.25 -5.10 2.10  -0.92
C10 -0.23 -3.78 1.69  -0.55
N2 0.89 -3.15 1.42  0.35
H1 6.36 -0.79 0.56  0.45
H2 4.17 0.17 1.28  0.34
H3 4.53 -4.65 0.66  0.55
H4 3.10 -5.57 2.12  0.50
H5 -1.18 -5.60 2.33  0.46
H6 -1.14 -3.21 1.58  0.65
N3 3.49 2.69 -1.09  -0.34
C11 3.17 1.33 -1.57  -0.24
O1 2.31 0.70 -0.80  -0.57
C12 3.13 1.19 -3.07  -0.72
C13 4.27 0.57 -2.27  -0.65
H7 3.93 2.59 -0.18  0.26
H8 4.19 3.11 -1.70  0.26
H9 3.35 2.04 -3.69  0.28
H10 2.39 0.52 -3.47  0.14
H11 5.25 1.01 -2.36  0.21
H12 4.26 -0.51 -2.18  0.18
C14 0.48 4.06 -0.06  -0.96
C15 -0.15 2.65 -0.07  0.37
N4 -0.90 2.47 -1.29  0.46
C16 -2.08 3.28 -1.28  -0.08
C17 -1.70 4.73 -0.92  -0.76
N5 -0.23 4.85 -1.11  0.11
C18 0.16 4.33 -2.45  -0.76
C19 -0.07 2.80 -2.41  0.26
H13 1.54 4.01 -0.34  0.28
H14 0.35 4.59 0.89  0.29
H15 -0.80 2.47 0.78  0.57
H16 0.65 1.90 -0.07  -0.57
H17 -2.80 2.88 -0.56  -0.24
H18 -2.54 3.24 -2.28  0.42
H19 -1.89 4.95 0.14  0.37
H20 -2.19 5.49 -1.54  0.33
H21 0.04 5.83 -1.04  0.31
H22 1.21 4.59 -2.61  0.39
H23 -0.47 4.84 -3.18  0.26
H24 0.87 2.27 -2.30  -0.69
H25 -0.55 2.47 -3.33  0.67
C20 -0.14 -1.35 5.99  -0.71
O2 1.17 -1.45 5.46  -0.29
C21 1.61 -2.61 4.94  0.25
S1 0.68 -3.99 4.99  -0.42
S2 3.10 -2.47 4.22  -0.42
H26 -0.12 -0.47 6.64  0.24
H27 -0.42 -2.25 6.54  0.34
H28 -0.86 -1.19 5.17  0.25
F1 -4.95 -1.13 -3.79  -0.39
C22 -3.70 -1.39 -3.33  0.62
C23 -3.44 -2.55 -2.58  0.08
F2 -4.44 -3.41 -2.34  -0.37
C24 -2.18 -2.79 -2.08  0.50
F3 -1.99 -3.90 -1.34  -0.39
C25 -1.08 -1.92 -2.31  0.23
O3 0.07 -2.13 -1.84  -1.17
C26 -1.38 -0.79 -3.11  0.58
F4 -0.39 0.08 -3.41  -0.44
C27 -2.65 -0.51 -3.58  0.15
F5 -2.88 0.62 -4.29  -0.43
C28 -1.25 -0.05 0.70  -1.68
C29 -2.39 0.29 0.80  -0.18
C30 -3.75 0.69 0.79  0.19
C31 -4.65 0.13 -0.12  -0.09
C32 -5.95 0.56 -0.17  -0.55
C33 -6.40 1.56 0.68  -0.42
C34 -5.52 2.12 1.58  -0.51
C35 -4.21 1.69 1.64  -0.30
H29 -4.30 -0.63 -0.78  0.58
H30 -6.63 0.11 -0.88  0.43
H31 -7.43 1.90 0.63  0.38
H32 -5.86 2.91 2.25  0.37
H33 -3.53 2.12 2.37  0.46

Summary:
net charge = -1
energy relative to the best compared isomer or geometry (same formula, charge and spin) = 166.0 kJ/mol
Kohn-Sham gap = 4.78 eV

[4]
The following is a DFT calculation (ωB97M-V/def2-TZVPD) of a cluster of 2 separate species, C2H6S in total.

Each line ends with the Mulliken charge.
Positions of all 9 atoms, in Å:
C1 -2.34 -0.17 0.83  -0.53
C2 -2.53 0.51 -0.40  -0.51
H1 -2.83 0.17 1.68  0.28
H2 -1.38 -0.57 0.92  0.27
H3 -3.53 0.94 -0.50  0.24
H4 -2.12 -0.02 -1.26  0.25
S1 4.71 -0.33 0.15  -0.30
H5 5.09 -1.26 -0.72  0.14
H6 4.91 0.72 -0.71  0.15

Summary:
net charge = 0
SMILES = C=C.S
energy relative to the best compared isomer or geometry (same formula, charge and spin) = 177.7 kJ/mol
Kohn-Sham gap = 10.76 eV

[5]
The following is a DFT calculation (ωB97M-V/def2-TZVPD) of a cluster of 6 separate species, C6H16Cl4N4O8 in total.

Each line ends with the Mulliken charge.
Positions of all 38 atoms, in Å:
C1 6.61 0.89 5.49  -0.65
N1 6.72 1.22 6.95  0.85
O1 5.78 1.84 7.46  -0.52
O2 7.76 0.89 7.45  -0.51
H1 5.54 0.82 5.28  0.28
H2 7.22 0.01 5.31  0.29
H3 7.12 1.67 4.93  0.26
C2 -2.68 -5.70 -0.15  -0.68
N2 -1.60 -6.21 -1.06  0.83
O3 -0.96 -5.37 -1.73  -0.50
O4 -1.45 -7.43 -1.04  -0.50
H4 -3.48 -5.28 -0.76  0.27
H5 -2.19 -4.95 0.47  0.26
H6 -3.15 -6.58 0.28  0.32
C3 -4.21 7.60 -2.12  -0.68
N3 -3.12 6.58 -2.20  0.80
O5 -3.09 5.73 -1.28  -0.50
O6 -2.38 6.69 -3.16  -0.48
H7 -3.88 8.48 -1.56  0.27
H8 -5.13 7.19 -1.72  0.29
H9 -4.49 7.82 -3.16  0.30
C4 -3.75 -0.36 -4.31  -0.69
N4 -4.18 -1.44 -5.18  0.86
O7 -4.69 -1.18 -6.22  -0.51
O8 -4.05 -2.61 -4.80  -0.52
H10 -4.50 -0.13 -3.56  0.28
H11 -3.68 0.57 -4.88  0.31
H12 -2.79 -0.58 -3.84  0.28
Cl1 5.43 -3.69 1.91  -0.15
C5 3.74 -3.74 1.36  -0.21
Cl2 2.72 -5.08 1.94  -0.15
H13 3.27 -2.85 1.79  0.22
H14 3.67 -3.70 0.27  0.28
Cl3 2.46 1.71 0.55  -0.14
C6 0.70 1.93 0.32  -0.23
Cl4 -0.05 0.32 0.55  -0.15
H15 0.35 2.60 1.11  0.25
H16 0.43 2.29 -0.68  0.27

Summary:
net charge = 0
SMILES = C[N+](=O)[O-].C[N+](=O)[O-].C[N+](=O)[O-].C[N+](=O)[O-].ClCCl.ClCCl
energy relative to the best compared isomer or geometry (same formula, charge and spin) = 140.4 kJ/mol
Kohn-Sham gap = 10.63 eV

[6]
The following is a DFT calculation (ωB97M-V/def2-TZVPD) of a structure of composition C29H26BrLaN3O5S5.

Each line ends with the Mulliken charge.
Positions of all 70 atoms, in Å:
La1 0.80 0.11 -0.58  1.53
S1 -4.34 -1.89 0.04  -0.48
C1 -3.71 -1.12 1.48  0.37
C2 -4.03 -1.76 2.72  -0.57
C3 -3.67 -1.27 3.97  -0.69
C4 -2.93 -0.10 4.04  -0.58
C5 -2.57 0.54 2.88  -1.24
C6 -2.89 0.01 1.61  0.41
S2 -2.16 1.00 0.32  0.09
C7 -3.00 0.95 -1.29  -1.32
C8 -2.52 -0.13 -2.22  0.61
C9 -3.21 -0.26 -3.42  -1.09
C10 -2.91 -1.34 -4.22  -0.69
C11 -2.05 -2.32 -3.72  -0.77
C12 -1.42 -2.12 -2.54  0.12
C13 -0.69 -3.24 -1.83  -0.55
S3 1.08 -2.83 -1.75  -0.20
C14 1.56 -3.67 -0.28  0.14
C15 2.43 -4.76 -0.44  -0.66
C16 2.86 -5.49 0.65  -0.57
C17 2.43 -5.10 1.91  -0.48
C18 1.60 -4.01 2.09  -0.83
C19 1.18 -3.22 1.01  0.37
S4 0.16 -1.82 1.36  -0.17
N1 -1.57 -0.97 -1.83  0.91
H1 -4.64 -2.63 2.63  0.40
H2 -4.06 -1.72 4.88  0.34
H3 -2.66 0.35 4.99  0.35
H4 -2.02 1.45 2.91  0.89
H5 -2.80 1.95 -1.70  0.47
H6 -4.08 0.80 -1.16  0.64
H7 -4.03 0.36 -3.68  0.52
H8 -3.44 -1.49 -5.15  0.41
H9 -1.89 -3.24 -4.27  0.41
H10 -0.85 -4.18 -2.38  0.46
H11 -1.08 -3.27 -0.82  0.29
H12 2.64 -5.08 -1.44  0.44
H13 3.54 -6.34 0.52  0.35
H14 2.73 -5.69 2.77  0.35
H15 1.28 -3.70 3.08  0.43
O1 2.73 -0.39 -4.99  -0.55
C20 2.31 0.37 -3.95  0.51
O2 1.42 -0.03 -3.22  -0.02
C21 3.03 1.67 -3.80  -0.89
O3 2.33 2.46 -2.86  -0.24
C22 1.26 3.22 -3.45  -0.54
C23 -0.08 2.92 -2.75  0.23
O4 -1.03 3.42 -3.31  -0.70
O5 -0.03 2.25 -1.65  -0.43
H16 2.28 -1.23 -4.92  0.38
H17 3.14 2.11 -4.81  0.42
H18 4.01 1.50 -3.37  0.38
H19 1.08 2.95 -4.50  0.30
H20 1.43 4.31 -3.36  0.31
Br1 3.71 -0.20 -0.77  -0.77
N2 1.84 4.54 5.67  -0.35
C24 1.71 4.91 4.41  0.14
S5 1.77 6.45 3.90  -0.38
C25 1.58 3.77 3.40  0.98
C26 0.87 2.61 3.68  -0.95
C27 0.65 1.65 2.69  -0.86
N3 1.19 1.74 1.49  0.21
C28 1.94 2.81 1.23  -0.20
C29 2.13 3.83 2.15  -0.84
H21 1.97 5.28 6.32  0.22
H22 2.06 3.58 5.94  0.23
H23 0.46 2.43 4.68  0.37
H24 0.04 0.78 2.91  0.89
H25 2.40 2.84 0.25  0.37
H26 2.73 4.65 1.82  0.39

Summary:
net charge = -1
energy relative to the best compared isomer or geometry (same formula, charge and spin) = 88.8 kJ/mol
Kohn-Sham gap = 4.76 eV

[7]
The following is a DFT calculation (ωB97M-V/def2-TZVPD) of a cluster of 11 separate species, C39H83N5O17 in total.

Each line ends with the Mulliken charge.
Positions of all 144 atoms, in Å:
C1 -0.58 1.40 -2.73  0.31
C2 -0.69 2.03 -4.13  -0.91
O1 -0.73 0.95 -5.08  -0.03
C3 -1.03 1.21 -6.28  0.62
C4 -0.70 0.06 -7.22  -0.88
O2 -1.37 2.30 -6.77  -0.63
H1 0.16 0.62 -2.57  -0.12
H2 -1.49 0.94 -2.36  0.09
H3 -0.26 2.23 -2.10  -0.01
H4 -1.58 2.65 -4.22  0.41
H5 0.12 2.72 -4.35  0.30
H6 -1.64 -0.44 -7.48  0.25
H7 -0.05 -0.52 -6.56  0.22
H8 -0.22 0.39 -8.14  0.32
C5 0.94 1.17 5.59  -1.51
C6 0.35 0.26 4.57  0.62
O3 0.88 -1.07 4.77  -0.31
C7 1.80 -1.67 3.99  0.75
C8 2.39 -2.95 4.56  -1.24
O4 2.19 -1.24 2.91  -0.39
H9 0.45 0.85 6.51  0.34
H10 0.74 2.24 5.49  0.38
H11 2.03 1.09 5.58  0.37
H12 -0.72 0.29 4.81  0.17
H13 0.46 0.63 3.55  -0.22
H14 3.43 -3.05 4.25  0.34
H15 1.82 -3.87 4.43  0.24
H16 2.54 -2.89 5.64  0.41
C9 3.97 -2.44 0.60  -0.31
C10 4.81 -2.61 -0.66  -0.47
O5 5.67 -3.76 -0.74  -0.39
C11 5.30 -4.89 -1.32  0.80
C12 6.44 -5.93 -1.38  -1.20
O6 4.16 -5.13 -1.80  -0.54
H17 4.50 -2.68 1.53  0.42
H18 3.17 -3.18 0.56  0.04
H19 3.55 -1.44 0.62  0.06
H20 4.12 -2.56 -1.50  0.33
H21 5.45 -1.73 -0.75  0.26
H22 7.42 -5.50 -1.61  0.34
H23 6.23 -6.76 -2.06  0.34
H24 6.63 -6.45 -0.45  0.30
C13 0.76 -5.24 -1.57  -1.55
C14 0.92 -3.75 -1.21  1.22
O7 -0.23 -3.07 -1.70  0.46
C15 -0.38 -2.50 -2.94  0.60
C16 -1.77 -1.83 -3.10  -0.56
O8 0.42 -2.56 -3.87  -0.64
H25 0.75 -5.40 -2.65  0.39
H26 -0.20 -5.59 -1.20  0.31
H27 1.49 -5.93 -1.14  0.36
H28 0.99 -3.78 -0.12  -1.03
H29 1.92 -3.44 -1.51  0.18
H30 -1.71 -1.35 -4.08  0.13
H31 -2.03 -1.16 -2.28  -0.23
H32 -2.53 -2.61 -3.14  0.49
C17 -3.84 -1.75 3.68  -0.61
C18 -2.73 -2.57 4.32  -0.54
O9 -1.77 -3.07 3.30  0.05
C19 -1.05 -4.21 3.45  0.35
C20 -0.31 -4.48 2.17  0.36
O10 -1.19 -5.06 4.34  -0.67
H33 -3.56 -0.79 3.23  0.21
H34 -4.77 -1.63 4.22  0.45
H35 -4.13 -2.31 2.79  -0.17
H36 -2.26 -1.99 5.12  0.23
H37 -3.16 -3.44 4.82  0.45
H38 -0.93 -4.26 1.30  -0.22
H39 0.07 -5.50 2.27  0.38
H40 0.52 -3.79 2.04  -0.34
C21 -5.12 -1.48 0.28  -1.30
C22 -4.25 -2.58 -0.24  0.88
O11 -4.92 -3.82 0.03  -0.37
C23 -4.16 -4.93 -0.02  0.86
C24 -4.98 -6.19 0.25  -1.25
O12 -2.98 -5.00 -0.42  -0.55
H41 -5.95 -1.35 -0.42  0.44
H42 -4.49 -0.59 0.33  0.13
H43 -5.43 -1.82 1.27  0.35
H44 -3.85 -2.45 -1.24  0.22
H45 -3.31 -2.54 0.32  -0.41
H46 -4.48 -7.09 -0.10  0.34
H47 -6.01 -6.11 -0.10  0.35
H48 -5.03 -6.34 1.33  0.30
C25 3.09 4.39 0.32  -0.89
N1 3.48 5.44 -0.61  0.24
C26 4.36 6.52 -0.15  -1.08
C27 2.96 5.44 -1.87  0.32
O13 3.17 6.36 -2.64  -0.66
H49 2.53 3.55 -0.09  0.05
H50 2.49 4.85 1.11  0.25
H51 4.03 3.97 0.69  0.47
H52 4.11 6.76 0.88  0.34
H53 5.40 6.18 -0.14  0.31
H54 4.23 7.37 -0.83  0.35
H55 2.40 4.51 -2.06  0.29
C28 5.41 1.65 -1.18  -0.53
N2 4.87 1.12 -2.39  0.25
C29 3.40 0.83 -2.51  -0.25
C30 5.68 0.78 -3.40  0.13
O14 5.35 0.24 -4.52  -0.62
H56 5.20 0.95 -0.38  0.22
H57 5.11 2.65 -0.87  -0.08
H58 6.50 1.75 -1.25  0.39
H59 3.17 0.34 -3.46  0.40
H60 3.24 0.12 -1.70  -0.15
H61 2.72 1.65 -2.29  -0.10
H62 6.75 0.89 -3.16  0.29
C31 -6.60 2.94 -0.52  -0.94
N3 -5.73 2.58 0.69  0.47
C32 -4.33 2.90 0.62  -1.57
C33 -6.31 2.42 1.90  -0.06
O15 -5.66 2.50 2.91  -0.56
H63 -5.95 2.78 -1.38  0.30
H64 -6.92 3.98 -0.61  0.33
H65 -7.45 2.29 -0.72  0.33
H66 -3.65 2.47 1.35  0.25
H67 -3.85 2.44 -0.24  0.38
H68 -4.10 3.97 0.66  0.76
H69 -7.38 2.20 1.94  0.35
C34 -1.06 -0.54 0.71  -0.43
N4 -0.18 0.64 0.67  1.61
C35 -0.75 1.99 0.97  -1.20
C36 1.16 0.49 0.57  0.23
O16 1.96 1.37 0.68  -0.77
H70 -0.58 -1.45 0.34  -0.31
H71 -1.89 -0.20 0.09  -0.03
H72 -1.41 -0.68 1.74  0.05
H73 -0.01 2.74 1.23  0.21
H74 -1.38 2.35 0.16  0.05
H75 -1.39 1.86 1.85  0.46
H76 1.33 -0.58 0.37  0.26
C37 -2.21 6.45 1.45  -1.05
N5 -1.07 6.19 0.63  0.18
C38 0.25 6.55 1.26  -1.00
C39 -1.19 5.35 -0.37  -0.10
O17 -0.26 4.81 -0.96  -0.50
H77 -2.34 5.76 2.29  0.35
H78 -3.13 6.46 0.86  0.39
H79 -2.16 7.40 1.98  0.29
H80 1.09 6.54 0.58  0.20
H81 0.28 7.57 1.65  0.42
H82 0.53 6.06 2.19  0.41
H83 -2.25 5.12 -0.59  0.43

Summary:
net charge = 0
SMILES = CCOC(C)=O.CCOC(C)=O.CCOC(C)=O.CCOC(C)=O.CCOC(C)=O.CCOC(C)=O.CN(C)C=O.CN(C)C=O.CN(C)C=O.CN(C)C=O.CN(C)C=O
energy relative to the best compared isomer or geometry (same formula, charge and spin) = 561.2 kJ/mol
Kohn-Sham gap = 9.02 eV

Question: Which of these has the highest energy relative to the best compared isomer or geometry (same formula, charge and spin)?
Answer: C39H83N5O17

Question: Which of these has the highest energy relative to the best compared isomer or geometry (same formula, charge and spin)?
Answer: C39H83N5O17

Question: The highest net charge belongs to which entry?
Answer: C19H31F9IrOP2